This record from the OMol25 dataset describes the molecule C18H20ClN3OS. The level of theory is ωB97M-V with the def2-TZVPD basis set.

Summary:
Molar mass (g mol⁻¹): 361.9
Maximum force (eV/Å): 0.9
Energy above the lowest of the compared OMol25 structures with the same formula, charge and spin (eV): 1.569
Calculated total energy (Eh): -1795.7700
LUMO level (eV): 0.627
SMILES: Cn1cc(CN(CCO)Cc2cccs2)c(-c2cccc(Cl)c2)n1

```
44
Properties=species:S:1:pos:R:3:nbo_charge:R:1
C 0.000 3.471 -2.346 -0.405
N -0.140 2.126 -1.869 -0.153
C 0.842 1.250 -1.588 -0.032
C 0.244 0.093 -1.134 -0.133
C -1.142 0.377 -1.185 0.161
N -1.336 1.617 -1.627 -0.278
C -2.271 -0.455 -0.795 -0.078
C -3.397 0.162 -0.251 -0.158
C -4.465 -0.607 0.166 -0.054
C -4.448 -1.988 0.047 -0.239
C -3.341 -2.594 -0.522 -0.197
C -2.261 -1.839 -0.944 -0.205
H -1.421 -2.324 -1.416 0.214
H -3.326 -3.667 -0.640 0.216
H -5.289 -2.574 0.384 0.227
Cl -5.849 0.168 0.859 -0.002
H -3.414 1.236 -0.164 0.236
C 0.969 -1.112 -0.628 -0.245
N 2.094 -0.699 0.208 -0.439
C 3.266 -1.540 0.083 -0.237
H 3.173 -2.478 0.664 0.155
C 4.547 -0.803 0.499 -0.062
O 5.702 -1.462 0.040 -0.711
H 5.724 -2.350 0.414 0.462
H 4.558 0.184 0.033 0.184
H 4.594 -0.676 1.589 0.153
H 3.386 -1.805 -0.971 0.207
C 1.689 -0.533 1.598 -0.257
C 0.591 0.461 1.759 -0.191
C -0.712 0.232 2.073 -0.254
C -1.484 1.414 2.152 -0.260
C -0.754 2.526 1.896 -0.403
S 0.894 2.155 1.566 0.425
H -1.075 3.549 1.883 0.234
H -2.532 1.424 2.388 0.229
H -1.119 -0.750 2.239 0.226
H 1.350 -1.494 2.031 0.180
H 2.563 -0.192 2.159 0.212
H 1.354 -1.679 -1.482 0.212
H 0.278 -1.763 -0.072 0.191
H 1.879 1.495 -1.698 0.222
H 0.548 4.076 -1.621 0.205
H 0.531 3.488 -3.299 0.206
H -0.999 3.880 -2.479 0.236
```